1.
This record from OMol25 describes C31H34BrN5O3SSeSr as an isolated structure. The level of theory is wB97M-V/def2-TZVPD.

Each line ends with the Löwdin charge.
Cartesian coordinates (Å):
Sr 0.08721 -0.00274 0.10243  1.05
O 0.51531 -2.05049 4.29168  -0.02
C 0.25256 -1.78153 3.11307  -0.66
O 0.78179 -0.94505 2.34285  -0.16
C -0.92418 -2.58240 2.50660  -0.19
C -1.40669 -3.72309 3.20369  0.00
C -2.44089 -4.43240 2.68239  -0.02
C -3.04315 -3.99999 1.47457  -0.17
C -4.13214 -4.66875 0.86761  -0.06
C -4.67453 -4.19436 -0.29326  -0.10
C -4.15529 -3.02529 -0.89294  -0.08
C -3.10501 -2.36028 -0.32824  -0.02
C -2.51578 -2.84268 0.86448  -0.21
N -1.44600 -2.16956 1.38152  0.12
H -0.91550 -3.97768 4.13166  0.11
H -2.82297 -5.32094 3.17542  0.11
H -4.52633 -5.56225 1.34014  0.10
H -5.50612 -4.71281 -0.75571  0.09
H -4.59081 -2.65255 -1.81201  0.10
H -2.70111 -1.46024 -0.77019  0.07
C 1.96035 1.54152 -3.37643  -0.08
C 3.12598 0.55484 -3.38492  -0.38
C 4.04218 0.78478 -2.18016  -0.07
C 2.70101 -0.89677 -3.52449  -0.14
C 2.94005 -1.53054 -4.73590  -0.08
C 2.70554 -2.88722 -4.93151  -0.16
C 2.27543 -3.62662 -3.83638  -0.10
C 2.01222 -3.04430 -2.60529  -0.15
C 1.71460 -3.95979 -1.43261  -0.37
C 2.87944 -3.94905 -0.43682  -0.07
C 0.40671 -3.67643 -0.69551  -0.07
C 2.12636 -1.62724 -2.43435  -0.34
O 1.77364 -1.04500 -1.33466  -0.27
H 2.32587 2.57220 -3.38028  0.08
H 1.36201 1.44580 -2.46936  0.01
H 1.32692 1.38809 -4.25357  0.05
H 3.72608 0.76470 -4.28092  0.11
H 3.50931 0.60037 -1.24997  0.07
H 4.39682 1.81913 -2.17015  0.07
H 4.90899 0.11904 -2.22120  0.07
H 3.34896 -0.93718 -5.55077  0.09
H 2.89801 -3.35938 -5.88825  0.07
H 2.15303 -4.70360 -3.93243  0.09
H 1.64597 -4.97075 -1.85454  0.11
H 3.00921 -2.94060 -0.04091  0.08
H 3.80998 -4.25627 -0.92046  0.07
H 2.68215 -4.62286 0.40273  0.07
H 0.55502 -2.86213 0.00961  0.04
H 0.08827 -4.55089 -0.11668  0.08
H -0.39537 -3.39349 -1.37824  0.06
Br -5.28574 3.93522 2.99690  0.67
C -4.17368 2.61863 2.18295  -0.68
C -3.70088 1.56620 2.94694  -0.12
C -2.91275 0.62717 2.29870  -0.13
N -2.59016 0.69236 1.01133  0.02
C -3.02717 1.74055 0.31154  -0.20
C -3.84876 2.72707 0.85131  -0.11
H -3.92724 1.47537 3.99893  0.09
H -2.51295 -0.21783 2.84847  0.11
H -2.74229 1.79003 -0.72859  0.05
H -4.17182 3.56035 0.24607  0.10
C -2.16076 -2.90975 -5.83265  -0.12
C -0.98093 -2.62948 -4.90373  -0.25
C -1.14780 -1.38354 -4.10115  -0.61
N -1.19533 -1.36657 -2.82153  0.02
N -1.31237 -0.11458 -2.27198  -0.07
C -1.36255 0.84251 -3.17228  -0.74
N -1.46595 2.14224 -2.87752  0.01
S -1.27529 0.21140 -4.80554  1.04
H -2.00367 -3.83557 -6.38929  0.06
H -2.29715 -2.10206 -6.55508  0.06
H -3.08562 -3.00561 -5.26064  0.07
H -0.04673 -2.56961 -5.46756  0.10
H -0.85242 -3.43504 -4.17985  0.11
H -0.98561 2.44590 -1.90631  -0.17
H -1.22504 2.77270 -3.62757  0.07
Se -0.00095 2.94232 -0.20972  -0.41

Computed properties:
E_tot   -7105.7707 a.u.
E_HOMO   -0.3 eV
Lowest unoccupied orbital energy   3.844 eV
Total charge   -2
Molar mass   803.20 u

***

2.
This record from OMol25 describes C20H21N9O5Sr as an isolated structure. The level of theory is wB97M-V/def2-TZVPD.

Each line ends with the Löwdin charge.
Cartesian coordinates (Å):
Sr -0.33402 0.17457 -0.22854  1.48
O -1.61053 1.29691 4.03353  0.00
C -1.29685 1.19470 2.84130  -0.52
N -1.44094 0.18557 1.98868  -0.04
C -2.13162 -1.00396 2.31943  -0.21
C -3.06460 -1.07303 3.36130  -0.03
C -3.79056 -2.22581 3.61155  -0.11
C -3.59551 -3.35078 2.83094  -0.11
C -2.67269 -3.31599 1.79988  -0.04
C -1.93195 -2.16619 1.51663  -0.22
N -1.08407 -2.10798 0.38264  -0.05
C -0.41663 -3.17563 -0.03839  -0.53
O -0.27019 -4.29286 0.47046  0.00
C 0.25422 -3.00663 -1.41991  -0.17
C 0.56004 -4.18221 -2.10822  0.01
C 1.11618 -4.11199 -3.36926  -0.05
C 1.37172 -2.86286 -3.92245  -0.07
C 1.06210 -1.74926 -3.16699  -0.17
N 0.52914 -1.80620 -1.94414  0.04
C -0.64815 2.46224 2.24618  -0.18
C -0.88241 3.65838 2.92377  0.00
C -0.31866 4.82631 2.44955  -0.05
C 0.49041 4.77727 1.32001  -0.07
C 0.67462 3.55237 0.70867  -0.16
N 0.11180 2.42382 1.14616  0.02
H -3.20461 -0.20080 3.97928  0.09
H -4.50635 -2.23688 4.42456  0.09
H -4.15453 -4.25907 3.02017  0.09
H -2.50402 -4.19508 1.19593  0.10
H 0.34362 -5.11722 -1.61326  0.12
H 1.34673 -5.01517 -3.91967  0.11
H 1.79482 -2.75313 -4.91148  0.10
H 1.24176 -0.75328 -3.56409  0.08
H -1.49433 3.62065 3.81234  0.12
H -0.49814 5.76772 2.95302  0.11
H 0.96203 5.66488 0.92144  0.10
H 1.29588 3.46016 -0.17732  0.09
N 2.68015 0.86261 -1.61325  0.06
N 2.55070 1.58891 -2.79730  -0.02
C 1.31223 2.00211 -3.17835  -0.41
N 1.20769 2.60611 -4.36380  0.21
N 0.34444 1.69542 -2.33692  0.06
N -0.94373 2.04077 -2.61601  -0.42
O -1.73868 1.46937 -1.87542  -0.05
O -1.26255 2.82290 -3.48981  0.08
H 3.50640 1.15575 -1.11266  0.10
H 2.68879 -0.14006 -1.77427  0.08
H 3.26598 1.51935 -3.50659  0.15
H 2.03651 2.87316 -4.86460  0.12
H 0.31722 3.01259 -4.60895  0.10
C 2.34313 -0.00959 2.19402  -0.12
O 1.69245 -0.75060 1.16369  -0.23
H 3.09102 -0.62105 2.70120  0.09
H 1.62535 0.37149 2.92237  0.09
H 2.83461 0.83693 1.71715  0.07
H 1.14462 -1.43972 1.56579  0.08

Computed properties:
E_tot   -1674.4842 a.u.
E_HOMO   -6.3 eV
Lowest unoccupied orbital energy   -0.974 eV
Molar mass   555.07 u

***

3.
This record from OMol25 describes a 2-piece molecular cluster, C6H14N2 overall at a distorted geometry. The level of theory is wB97M-V/def2-TZVPD.

Each line ends with the Löwdin charge.
Cartesian coordinates (Å):
C -1.22819 1.26666 0.54554  -0.16
C -1.71255 2.31674 1.18019  0.03
C 1.11212 1.50634 -0.96829  -0.06
C 1.24979 -0.95610 -0.54566  -0.04
C -0.28203 -0.06112 -2.42580  -0.05
C 0.29711 0.18273 -1.00200  -0.62
N 0.26182 -1.19341 3.62310  0.00
N -0.72671 0.27106 0.03617  0.12
H 0.37795 -1.54596 4.55607  -0.01
H -2.57739 2.73770 0.77661  0.03
H 0.41370 -1.88622 2.85644  0.02
H -1.21855 2.87892 1.81636  0.00
H 1.10406 1.66688 0.11847  0.07
H 2.22308 1.34835 -1.22055  0.10
H 0.70060 2.36420 -1.49917  0.08
H 1.46682 -0.77517 0.50180  0.08
H 2.06252 -0.93225 -1.27364  0.08
H 0.66918 -1.79655 -0.74730  0.05
H -0.97621 0.74893 -2.61066  0.06
H 0.52746 -0.01364 -3.22300  0.10
H -0.78562 -1.12152 -2.58720  0.11
H -0.71134 -0.93169 3.63276  -0.01

Computed properties:
E_tot   -346.4377 a.u.
E_HOMO   -8.6 eV
SMILES   C=C=NC(C)(C)C.N
Lowest unoccupied orbital energy   0.917 eV
Molar mass   114.19 u

***

4.
This record from OMol25 describes an isolated ion of composition C2H4N3OS and charge +1 at a distorted geometry. The level of theory is wB97M-V/def2-TZVPD.

Each line ends with the Löwdin charge.
Cartesian coordinates (Å):
C 0.50562 0.66672 -0.01665  -0.11
C -0.88724 0.45272 -0.02490  0.02
N 1.52718 1.32624 -0.10658  -0.25
N 2.68078 -0.92842 0.17892  -0.11
N 1.49283 -1.19721 0.08362  -0.21
O 0.77520 -2.19067 -0.01042  0.09
S 3.06468 0.85509 -0.05210  1.09
H -1.29428 0.63220 1.00029  0.15
H -1.05559 -0.52892 -0.23735  0.06
H -1.31406 1.08678 -0.80684  0.14
H 3.29824 -1.52044 0.61331  0.12

Computed properties:
E_tot   -715.8510 a.u.
E_HOMO   -14.7 eV
SMILES   CC#[N+]SNN=O
Lowest unoccupied orbital energy   -5.002 eV
Total charge   +1
Molar mass   118.14 u

***

5.
This record from OMol25 describes one molecule with the formula C5H10N2. The level of theory is wB97M-V/def2-TZVPD.

Each line ends with the Löwdin charge.
Cartesian coordinates (Å):
C 0.13148 -1.82241 -0.77714  -0.06
C -0.67294 -0.65452 -1.30247  -0.32
N -1.69404 0.01838 -0.49148  0.06
C -0.51280 0.76711 -0.90890  -0.28
C 0.47461 1.34686 0.09075  -0.15
C 0.24624 0.82611 2.53430  0.01
N 0.66711 0.56776 1.31600  -0.15
H -0.41288 -2.75536 -0.95700  0.08
H 0.30879 -1.76898 0.30020  0.06
H 1.09817 -1.90002 -1.28826  0.08
H -1.00690 -0.81104 -2.32874  0.13
H -1.58698 -0.26085 0.48461  0.09
H -0.73156 1.50259 -1.68453  0.13
H 1.44430 1.51924 -0.39302  0.12
H -0.28467 1.80349 2.44980  0.00
H 0.09072 2.31764 0.42175  0.11
H 1.20116 -0.28637 1.19330  0.09

Computed properties:
E_tot   -305.9019 a.u.
E_HOMO   -8.5 eV
Lowest unoccupied orbital energy   0.877 eV
Molar mass   98.15 u

***

6.
This record from OMol25 describes one molecule with the formula C2HN3O3S at a distorted geometry. The level of theory is wB97M-V/def2-TZVPD.

Each line ends with the Löwdin charge.
Cartesian coordinates (Å):
C 1.70330 1.03705 -2.08553  -0.27
C 0.93148 -0.51303 0.13191  -0.34
N 2.49485 1.55412 -1.19190  -0.23
N 2.92188 2.36016 -0.48833  0.22
N 1.08718 0.00471 1.18874  0.31
O 1.02497 -1.17022 -0.83916  0.03
O 3.26990 -1.21154 -1.90616  -0.29
O 1.39999 -0.95791 -3.53987  -0.23
S 2.13042 -0.47950 -2.49848  0.74
H 0.95795 0.65962 1.83804  0.05

Computed properties:
E_tot   -864.8041 a.u.
E_HOMO   -9.5 eV
Lowest unoccupied orbital energy   -0.566 eV
Molar mass   147.12 u

***

7.
This record from OMol25 describes one molecule with the formula C3H9NOS at a distorted geometry. The level of theory is wB97M-V/def2-TZVPD.

Each line ends with the Löwdin charge.
Cartesian coordinates (Å):
C 0.77231 0.28705 0.57038  -0.32
C -0.07033 1.36755 -0.11408  -0.52
S 1.22671 2.52212 -0.72992  0.69
N -0.04467 -0.81352 1.07423  -0.06
C -0.89158 -1.49289 0.14971  -0.25
O -0.05613 -2.25028 -0.80236  -0.09
H 1.36226 0.67196 1.39198  0.11
H 1.41493 -0.08804 -0.23713  0.10
H -0.56938 1.05018 -1.01992  0.06
H -0.66674 1.94178 0.58843  0.07
H 0.45150 3.46658 -1.24246  -0.17
H 0.30870 -1.38714 1.81512  0.11
H -1.41982 -0.77379 -0.46484  0.10
H -1.39171 -2.27879 0.70913  0.12
H -0.42603 -2.22275 -1.68827  0.06

Computed properties:
E_tot   -647.8516 a.u.
E_HOMO   -8.9 eV
SMILES   OCNCCS
Lowest unoccupied orbital energy   0.844 eV
Molar mass   107.18 u

***

8.
This record from OMol25 describes C30H76AsF6NO21S6 as an isolated structure at a distorted geometry. The level of theory is wB97M-V/def2-TZVPD.

Each line ends with the Löwdin charge.
Cartesian coordinates (Å):
C 2.65398 1.64680 8.01619  -0.01
C 2.15365 0.75207 6.87496  -0.31
C 2.44853 1.08920 5.45365  -0.19
O 2.07577 -0.01226 4.62952  -0.19
C 2.43699 0.25621 3.28687  -0.09
N 2.69192 -0.62871 7.15162  0.22
H 2.46066 -1.29502 6.40149  0.17
H 3.69797 -0.66100 7.33400  0.17
H 2.29015 -1.05553 7.99291  0.18
H 3.73614 1.50638 8.08867  0.09
H 2.26586 1.34634 8.98915  0.09
H 2.40513 2.68776 7.83219  0.10
H 1.06384 0.67103 6.89299  0.14
H 3.46274 1.41244 5.19340  0.14
H 1.83193 1.92414 5.10410  0.15
H 3.49977 0.41253 3.06514  0.10
H 1.83644 1.04939 2.84689  0.08
H 2.29621 -0.68633 2.75386  0.09
As 0.22944 0.79154 -0.92377  0.79
F 1.64345 0.89351 -1.97201  -0.26
F -0.00305 2.50427 -1.09500  -0.23
F -1.20374 0.72908 0.07086  -0.25
F 0.54839 -0.92360 -0.75765  -0.26
F 1.28132 1.03348 0.44199  -0.25
F -0.76914 0.42556 -2.35433  -0.27
C 2.20077 6.39912 1.99089  -0.18
C 2.02967 5.57997 0.71571  -0.16
C 1.39970 4.28684 1.25128  -0.20
O 1.97511 4.13957 2.55418  -0.17
C 2.61845 5.34889 2.99595  -0.21
H 1.22757 6.78145 2.30955  0.11
H 2.89637 7.23423 1.91619  0.11
H 3.01152 5.36304 0.29399  0.12
H 1.37520 6.07516 0.00053  0.11
H 1.66748 3.46745 0.58913  0.09
H 0.31084 4.37781 1.28078  0.12
H 3.68114 5.09262 2.98500  0.12
H 2.26405 5.61495 3.99333  0.11
C 0.03311 4.67173 -4.06296  -0.16
C 0.66721 3.27871 -4.04129  -0.15
C 2.05581 3.59388 -3.35026  -0.20
O 2.06244 4.94180 -2.99795  -0.14
C 1.21213 5.64552 -3.88218  -0.20
H -0.68833 4.86415 -3.27112  0.09
H -0.48069 4.88142 -5.00523  0.11
H 0.80757 2.83366 -5.02470  0.07
H -0.02573 2.59175 -3.54950  0.07
H 2.85515 3.29282 -4.03973  0.12
H 2.14741 3.03106 -2.42403  0.09
H 1.76251 5.92058 -4.79074  0.12
H 0.91603 6.58529 -3.41266  0.12
O -6.81515 4.00519 -1.62801  -0.29
S -6.77681 3.71468 -3.02913  0.60
O -7.21418 4.64400 -4.04104  -0.28
O -5.29235 3.27357 -3.41140  -0.28
C -4.20953 4.12292 -2.99651  -0.24
C -3.05593 3.20981 -2.58900  -0.06
C -7.57568 2.12477 -3.27647  -0.11
H -4.52179 4.71884 -2.13877  0.11
H -3.91685 4.76695 -3.82599  0.12
H -2.34092 3.70293 -1.93452  0.07
H -2.48247 2.81222 -3.43168  0.07
H -3.44746 2.27693 -2.18293  0.06
H -7.02383 1.61885 -4.06750  0.07
H -8.62592 2.28571 -3.51134  0.07
H -7.58555 1.43435 -2.43392  0.07
O 2.79906 -4.11805 -1.51602  -0.28
S 4.03221 -3.42083 -1.74283  0.57
O 5.12683 -3.75957 -0.85182  -0.30
O 4.46148 -3.70913 -3.23566  -0.25
C 5.70003 -3.16133 -3.74044  -0.24
C 6.24714 -3.89975 -4.97455  -0.04
C 3.78853 -1.69789 -1.70338  -0.12
H 6.43716 -3.37090 -2.96123  0.11
H 5.55199 -2.09191 -3.87006  0.11
H 5.92631 -4.93859 -4.92199  0.08
H 7.33360 -3.86041 -4.95937  0.08
H 5.89874 -3.43012 -5.89221  0.07
H 4.57944 -1.17135 -2.23603  0.07
H 3.75456 -1.29221 -0.69657  0.08
H 2.85968 -1.47803 -2.23150  0.05
O -2.63932 1.62541 4.75365  -0.28
S -2.09105 0.28962 4.80660  0.61
O -1.02043 -0.07635 5.68294  -0.30
O -3.27422 -0.78501 5.14441  -0.28
C -4.65653 -0.49227 4.81723  -0.25
C -5.31130 0.33690 5.93212  -0.06
C -1.74521 -0.23298 3.14778  -0.11
H -5.07403 -1.49564 4.77955  0.11
H -4.67655 0.02388 3.85880  0.11
H -6.27668 -0.09119 6.19599  0.07
H -5.43209 1.32039 5.47708  0.07
H -4.69721 0.42798 6.82271  0.08
H -1.30089 -1.22551 3.19737  0.08
H -1.06281 0.44947 2.64482  0.06
H -2.68024 -0.30617 2.59751  0.05
O 3.15398 -1.14015 -6.93422  -0.28
S 1.89712 -1.20287 -6.24782  0.61
O 0.76429 -1.71627 -6.99519  -0.29
O 2.03727 -2.04717 -4.87481  -0.28
C 0.82173 -2.39130 -4.19018  -0.26
C 0.27476 -3.70397 -4.74100  -0.06
C 1.56736 0.43278 -5.51948  -0.10
H 0.15117 -1.52845 -4.20769  0.10
H 0.87588 -2.56436 -3.10955  0.11
H -0.08865 -4.40953 -3.99542  0.08
H 0.97831 -4.26086 -5.35845  0.08
H -0.53959 -3.46397 -5.42998  0.07
H 2.28205 0.34345 -4.69863  0.07
H 0.63737 0.30944 -4.96806  0.06
H 1.70933 1.15564 -6.30819  0.07
O -3.36163 -4.60764 1.06410  -0.27
S -4.28930 -3.55758 1.32526  0.61
O -4.11729 -2.59914 2.38962  -0.30
O -4.53459 -2.78865 -0.08879  -0.26
C -3.93921 -1.49257 -0.26418  -0.28
C -4.14991 -0.85187 -1.62832  -0.04
C -5.96775 -4.30407 1.49975  -0.08
H -2.87679 -1.50249 0.00273  0.11
H -4.32496 -0.85899 0.54506  0.11
H -5.20190 -0.68376 -1.84921  0.07
H -3.65996 -1.48771 -2.36218  0.09
H -3.63927 0.10071 -1.49423  0.06
H -5.72268 -4.95707 2.33260  0.07
H -6.15610 -4.66991 0.49607  0.07
H -6.67058 -3.51649 1.74889  0.06
O 2.82884 -6.71240 3.51256  -0.30
S 2.20487 -6.61021 2.21055  0.62
O 1.20177 -7.56260 1.84092  -0.29
O 1.65028 -5.09774 1.96107  -0.27
C 0.35848 -4.93501 1.35448  -0.26
C 0.20418 -3.49135 0.88905  -0.06
C 3.49282 -6.61625 0.89213  -0.09
H -0.47628 -5.10227 2.04056  0.11
H 0.23287 -5.69450 0.58302  0.12
H 0.76707 -3.27120 -0.02295  0.05
H 0.66717 -2.73491 1.52580  0.07
H -0.84596 -3.29711 0.68454  0.06
H 4.20647 -5.85649 1.20518  0.06
H 2.94935 -6.30580 0.00748  0.05
H 3.95701 -7.59030 1.00859  0.07

Computed properties:
E_tot   -8047.4622 a.u.
E_HOMO   -9.2 eV
Lowest unoccupied orbital energy   -1.259 eV
Molar mass   1168.24 u